This record from the Open Molecules 2025 dataset describes a 2-piece molecular cluster, C6H13OP overall at a distorted geometry. The level of theory is ωB97M-V/def2-TZVPD.

CARTESIAN COORDINATES (ANGSTROEM)
C (2.079, 2.116, -0.109)
C (0.881, 1.870, 0.426)
C (-3.242, -0.737, -0.288)
C (2.675, -0.924, 0.069)
C (-2.832, 0.619, 0.101)
C (1.266, -1.224, -0.254)
O (-1.518, 0.755, 0.585)
P (-0.357, 0.902, -0.612)
H (3.039, 2.288, 0.439)
H (2.141, 1.946, -1.121)
H (0.653, 2.057, 1.482)
H (-4.188, -1.143, -0.213)
H (-2.890, -0.831, -1.348)
H (-2.534, -1.330, 0.298)
H (2.839, 0.120, 0.552)
H (3.136, -1.458, 0.842)
H (3.299, -0.735, -0.747)
H (-3.527, 1.014, 1.008)
H (-3.018, 1.393, -0.765)
H (0.544, -1.585, 0.415)
H (0.947, -1.790, -1.200)

Computed properties:
Frontier orbital gap (spin up / spin down)   7.017 / 8.241 eV
Strongest force on any atom   5.88 eV/Å
2S+1   3
⟨S²⟩   2.02
Charge   0
ΔE to the lowest compared entry with this formula, charge and spin   82.3 kJ/mol

These are the natural (NBO) partial charges, in e, on atoms 1 to 4:
1 C -0.388
2 C -0.539
3 C -0.659
4 C -0.712

This record from the Open Molecules 2025 dataset describes C20H33Cl2N4O3Zn as an isolated structure at a distorted geometry. The level of theory is ωB97M-V/def2-TZVPD.

CARTESIAN COORDINATES (ANGSTROEM)
O (0.178, -2.482, -3.143)
C (1.080, -1.960, -3.799)
C (2.449, -1.693, -3.282)
C (2.642, -1.507, -1.898)
H (1.753, -1.450, -1.256)
C (3.923, -1.381, -1.406)
H (4.037, -1.230, -0.339)
C (5.023, -1.438, -2.266)
H (6.015, -1.504, -1.854)
C (4.825, -1.497, -3.646)
H (5.696, -1.476, -4.305)
C (3.535, -1.582, -4.169)
H (3.344, -1.540, -5.247)
H (0.812, -1.500, -4.788)
C (-1.301, 1.358, -2.839)
C (-0.633, 2.187, -1.677)
H (-0.838, 1.657, -3.779)
H (-2.376, 1.549, -2.980)
H (-1.134, 0.293, -2.730)
C (0.710, 2.386, -1.979)
C (1.458, 3.617, -2.280)
H (1.152, 1.469, -2.332)
H (1.790, 3.705, -3.323)
H (2.335, 3.673, -1.624)
H (0.804, 4.465, -2.093)
Zn (-0.603, 1.232, 0.141)
Cl (1.467, 1.033, 0.848)
Cl (-1.541, 3.374, -0.847)
C (-1.298, 2.689, 2.642)
O (-1.611, 1.635, 2.018)
N (-1.867, 3.068, 3.788)
C (-3.046, 2.379, 4.297)
C (-1.527, 4.336, 4.423)
H (-0.516, 3.356, 2.251)
H (-3.060, 1.354, 3.925)
H (-3.968, 2.887, 3.982)
H (-3.007, 2.395, 5.389)
H (-0.525, 4.644, 4.113)
H (-1.562, 4.216, 5.511)
H (-2.230, 5.136, 4.146)
H (-4.321, -2.291, -0.359)
H (-2.078, -4.213, -0.758)
C (-3.830, -1.830, -1.226)
C (-2.081, -3.565, -1.646)
N (-2.414, -2.199, -1.277)
H (-3.940, -0.742, -1.175)
C (-1.508, -1.377, -0.781)
O (-1.841, -0.312, -0.159)
H (-1.093, -3.579, -2.116)
H (-0.451, -1.625, -0.923)
H (-4.331, -2.207, -2.122)
H (-2.825, -3.932, -2.357)
C (1.011, -2.946, 4.047)
N (0.813, -1.858, 3.091)
C (0.539, -0.511, 3.611)
C (0.715, -2.111, 1.808)
N (0.643, -2.404, 0.670)
H (1.076, -2.503, 5.043)
H (1.939, -3.489, 3.818)
H (0.169, -3.652, 4.018)
H (1.139, 0.222, 3.039)
H (-0.527, -0.235, 3.481)
H (0.811, -0.495, 4.679)

Computed properties:
Frontier orbital gap (spin up / spin down)   2.195 / 3.859 eV
Strongest force on any atom   3.62 eV/Å
Charge   -1

These are the natural (NBO) partial charges, in e, on atoms 1 to 4:
1 O -0.777
2 C 0.199
3 C -0.163
4 C -0.241

This record from the Open Molecules 2025 dataset describes C26H54AlN2 as an isolated structure at a distorted geometry. The level of theory is ωB97M-V/def2-TZVPD.

CARTESIAN COORDINATES (ANGSTROEM)
C (5.515, 0.882, 4.827)
C (5.066, 0.831, 3.578)
Al (4.484, 0.591, 1.589)
C (2.580, 1.421, 1.393)
C (1.465, 0.320, 1.007)
C (0.876, 0.414, -0.488)
C (1.813, 1.134, -1.575)
N (1.186, 2.462, -1.933)
C (4.532, -1.424, 1.249)
C (3.934, -1.906, -0.172)
C (3.274, -3.398, 0.006)
C (1.819, -3.347, -0.684)
C (1.159, -4.793, -0.979)
C (-0.209, -4.919, -0.092)
C (-1.501, -4.293, -0.830)
C (-2.232, -3.112, 0.000)
C (-3.819, -3.126, -0.281)
C (-4.694, -2.461, 0.895)
C (-4.299, -0.898, 1.142)
C (-5.330, 0.096, 0.402)
C (-5.595, 1.492, 1.161)
C (-4.282, 2.209, 1.757)
C (-3.533, 3.227, 0.749)
C (-3.961, 3.104, -0.798)
C (-2.849, 3.901, -1.670)
C (-3.029, 5.505, -1.622)
N (5.763, 1.609, 0.570)
C (5.770, 1.248, -0.879)
C (5.442, 2.589, -1.736)
H (6.140, 0.590, 5.753)
H (2.575, 2.370, 0.746)
H (2.322, 1.778, 2.474)
H (1.800, -0.770, 1.241)
H (0.565, 0.502, 1.727)
H (0.722, -0.683, -0.852)
H (-0.188, 0.876, -0.477)
H (1.755, 0.498, -2.550)
H (2.925, 1.196, -1.309)
H (1.256, 2.588, -2.965)
H (1.640, 3.248, -1.445)
H (3.967, -1.959, 2.117)
H (5.625, -1.792, 1.309)
H (4.824, -2.062, -0.899)
H (3.218, -1.162, -0.675)
H (3.134, -3.688, 1.114)
H (3.956, -4.220, -0.459)
H (1.117, -2.820, 0.081)
H (1.863, -2.731, -1.651)
H (1.864, -5.687, -0.802)
H (0.872, -4.825, -2.099)
H (-0.068, -4.466, 0.967)
H (-0.396, -6.052, 0.023)
H (-1.193, -3.846, -1.855)
H (-2.259, -5.145, -1.046)
H (-1.830, -2.094, -0.384)
H (-2.007, -3.154, 1.129)
H (-4.152, -4.232, -0.358)
H (-4.008, -2.645, -1.308)
H (-4.537, -3.026, 1.885)
H (-5.806, -2.547, 0.598)
H (-3.243, -0.647, 0.724)
H (-4.254, -0.681, 2.275)
H (-5.026, 0.207, -0.709)
H (-6.354, -0.459, 0.377)
H (-6.300, 1.244, 2.055)
H (-6.229, 2.181, 0.473)
H (-4.647, 2.855, 2.655)
H (-3.495, 1.497, 2.189)
H (-2.397, 2.981, 0.813)
H (-3.655, 4.342, 1.059)
H (-3.946, 2.018, -1.166)
H (-5.002, 3.560, -1.005)
H (-2.870, 3.528, -2.754)
H (-1.829, 3.665, -1.177)
H (-4.071, 5.854, -1.259)
H (-2.187, 5.932, -0.973)
H (-2.865, 5.895, -2.697)
H (5.451, 2.598, 0.680)
H (6.805, 0.827, -1.183)
H (4.992, 0.464, -1.193)
H (6.305, 3.351, -1.568)
H (5.324, 2.349, -2.864)
H (4.453, 3.043, -1.368)

Computed properties:
Frontier orbital gap   7.077 eV
Strongest force on any atom   7.23 eV/Å
Charge   -1

These are the Löwdin partial charges, in e, on atoms 1 to 4:
1 C -0.111
2 C -0.160
3 Al 0.175
4 C -0.240

This record from the Open Molecules 2025 dataset describes C43H55Cl5P2PdSi as an isolated structure at a distorted geometry. The level of theory is ωB97M-V/def2-TZVPD.

CARTESIAN COORDINATES (ANGSTROEM)
Pd (-1.242, -1.065, -0.225)
C (-2.146, -2.458, 3.070)
Si (-1.318, -1.068, 2.087)
C (-2.190, 0.582, 2.452)
C (-2.975, 0.722, 3.598)
C (-3.733, 1.861, 3.818)
C (-3.741, 2.875, 2.872)
C (-2.976, 2.751, 1.722)
C (-2.192, 1.619, 1.506)
P (-1.091, 1.457, 0.045)
C (0.098, 2.873, 0.360)
C (0.917, 2.516, 1.614)
C (1.746, 3.720, 2.106)
C (2.061, 4.686, 0.966)
C (0.759, 5.281, 0.398)
C (-0.421, 4.302, 0.540)
C (-2.135, 1.694, -1.494)
C (-1.567, 0.788, -2.604)
C (-0.377, 1.433, -3.307)
C (-0.774, 2.781, -3.905)
C (-1.292, 3.711, -2.809)
C (-2.469, 3.072, -2.071)
C (0.517, -1.100, 2.597)
C (0.752, -0.940, 3.964)
C (2.009, -1.113, 4.515)
C (3.054, -1.488, 3.687)
C (2.844, -1.625, 2.324)
C (1.588, -1.416, 1.743)
P (1.320, -1.461, -0.097)
C (3.028, -0.914, -0.678)
C (3.168, 0.570, -0.278)
C (4.240, 1.270, -1.109)
C (3.814, 1.336, -2.587)
C (2.933, 0.136, -2.970)
C (3.352, -1.095, -2.172)
C (1.322, -3.278, -0.512)
C (0.895, -3.449, -1.989)
C (1.306, -4.823, -2.542)
C (1.250, -5.874, -1.437)
C (2.315, -5.577, -0.367)
C (2.600, -4.068, -0.236)
H (-1.914, -2.369, 4.133)
H (-1.788, -3.430, 2.727)
H (-3.230, -2.427, 2.941)
H (-2.997, -0.078, 4.331)
H (-4.334, 1.950, 4.714)
H (-4.352, 3.757, 3.019)
H (-3.023, 3.525, 0.969)
H (0.769, 2.858, -0.509)
H (1.568, 1.665, 1.405)
H (0.238, 2.201, 2.411)
H (2.669, 3.370, 2.572)
H (1.189, 4.264, 2.874)
H (2.609, 4.156, 0.182)
H (2.711, 5.486, 1.323)
H (0.899, 5.534, -0.657)
H (0.517, 6.211, 0.918)
H (-1.196, 4.565, -0.179)
H (-0.859, 4.390, 1.536)
H (-3.054, 1.234, -1.148)
H (-2.353, 0.578, -3.336)
H (-1.247, -0.184, -2.179)
H (0.006, 0.772, -4.087)
H (0.424, 1.591, -2.573)
H (-1.556, 2.630, -4.656)
H (0.082, 3.237, -4.407)
H (-1.600, 4.669, -3.234)
H (-0.476, 3.907, -2.109)
H (-3.285, 2.928, -2.789)
H (-2.855, 3.738, -1.297)
H (-0.079, -0.666, 4.608)
H (2.170, -0.973, 5.577)
H (4.040, -1.672, 4.093)
H (3.696, -1.912, 1.725)
H (3.751, -1.517, -0.132)
H (3.391, 0.654, 0.787)
H (2.211, 1.078, -0.449)
H (5.181, 0.722, -1.009)
H (4.416, 2.275, -0.722)
H (4.706, 1.352, -3.218)
H (3.270, 2.265, -2.779)
H (3.002, -0.055, -4.042)
H (1.884, 0.346, -2.745)
H (4.432, -1.236, -2.278)
H (2.891, -1.992, -2.576)
H (0.550, -3.686, 0.147)
H (1.329, -2.664, -2.611)
H (-0.181, -3.324, -2.077)
H (2.324, -4.782, -2.940)
H (0.650, -5.102, -3.368)
H (1.409, -6.871, -1.851)
H (0.252, -5.868, -0.992)
H (3.244, -6.093, -0.621)
H (1.980, -5.970, 0.596)
H (3.382, -3.773, -0.941)
H (2.963, -3.856, 0.771)
Cl (-5.167, 0.820, 0.055)
C (-4.898, -0.897, 0.057)
C (-3.629, -1.436, -0.188)
C (-3.632, -2.833, -0.127)
Cl (-2.103, -3.605, -0.349)
C (-4.727, -3.652, 0.122)
Cl (-4.574, -5.368, 0.189)
C (-5.962, -3.054, 0.330)
Cl (-7.355, -4.016, 0.632)
C (-6.042, -1.667, 0.295)
Cl (-7.583, -0.928, 0.546)

Computed properties:
Frontier orbital gap   6.037 eV
Strongest force on any atom   1.23 eV/Å
Charge   0
ΔE to the lowest compared entry with this formula, charge and spin   0.0 kJ/mol

These are the Löwdin partial charges, in e, on atoms 1 to 4:
1 Pd 0.245
2 C -0.179
3 Si 0.616
4 C -0.282